Entry 1:
{"formula": "C4H9NO2", "method": "ωB97M-V/def2-TZVPD", "largest_force_ha_per_bohr": 0.0194, "elements": ["H", "O", "C", "O", "N", "H", "C", "H", "H", "H", "H", "H", "C", "H", "H", "C"], "positions_angstrom": [[-0.0380, -0.9484, 0.9646], [0.4180, 1.1376, 2.3010], [-0.1744, 1.6359, 1.1093], [0.9888, -1.1231, -2.0491], [-1.6583, -0.6401, -0.3756], [-1.2425, 1.4690, 1.2389], [0.4798, -1.5086, -1.0353], [1.3638, 0.9676, -0.2387], [-1.8998, -1.5857, -0.6515], [-0.0646, 2.7117, 0.9582], [0.4692, -2.5777, -0.7526], [-1.7939, -0.0024, -1.1527], [-0.1993, -0.5710, -0.0478], [-0.1480, 1.3760, -0.9908], [1.3719, 1.0983, 2.1272], [0.2826, 0.8608, -0.1261]], "atomic_forces_ev_per_a": [[-0.120, -0.048, 0.024], [0.632, 0.281, -0.303], [-0.653, -0.465, -0.166], [0.181, -0.152, -0.450], [0.795, 0.328, 0.505], [-0.112, -0.013, 0.019], [0.257, 0.690, 0.595], [0.063, -0.334, 0.003], [-0.225, 0.123, -0.068], [0.434, 0.078, 0.199], [-0.133, -0.174, -0.162], [-0.250, -0.338, -0.199], [-0.303, -0.568, -0.417], [0.061, -0.198, -0.145], [-0.275, 0.035, 0.314], [-0.353, 0.754, 0.250]], "nbo_charge": [0.21, -0.71, -0.07, -0.52, -0.81, 0.19, 0.43, 0.22, 0.36, 0.16, 0.11, 0.36, -0.17, 0.21, 0.46, -0.43]}

=====

Entry 2:
{"formula": "C4H9NO2", "method": "ωB97M-V/def2-TZVPD", "largest_force_ha_per_bohr": 0.0084, "elements": ["C", "H", "H", "H", "H", "C", "C", "H", "O", "H", "H", "N", "H", "O", "C", "H"], "positions_angstrom": [[0.1500, -1.6874, 0.3986], [-1.4854, -1.7876, 1.4505], [0.6831, -2.3736, 1.0715], [-0.4949, -0.0201, -1.4561], [1.5122, -0.0721, 0.7962], [0.0403, 1.7119, -0.2566], [0.3960, 0.4255, -0.9946], [-0.1946, -2.2666, -0.4735], [0.8815, 2.5452, 0.0205], [-1.8429, 1.0299, 0.1602], [1.0736, 0.7247, -1.8011], [-1.2875, 1.8682, 0.0406], [1.9286, -1.0686, -0.5943], [-0.9527, -1.0848, 1.0612], [1.0892, -0.5931, -0.0737], [-1.4964, 2.6485, 0.6504]], "atomic_forces_ev_per_a": [[0.334, -0.126, -0.247], [0.009, 0.160, -0.037], [-0.083, 0.107, -0.072], [0.158, 0.091, 0.091], [-0.053, -0.106, -0.184], [-0.091, -0.168, -0.031], [0.010, 0.113, -0.167], [0.000, 0.065, 0.153], [-0.150, -0.102, -0.084], [0.160, 0.191, -0.042], [-0.106, -0.034, 0.160], [0.051, 0.053, 0.144], [-0.152, 0.056, 0.069], [-0.224, -0.119, 0.135], [0.138, 0.004, 0.186], [0.001, -0.186, -0.075]], "nbo_charge": [-0.06, 0.48, 0.17, 0.21, 0.22, 0.69, -0.51, 0.15, -0.62, 0.40, 0.24, -0.83, 0.22, -0.74, -0.41, 0.39]}

=====

HOMO-LUMO gap across the listed records, respectively: 10.28 10.17 eV.